[1]
This record from the Open Molecules 2025 dataset describes a structure of composition C9H16NO5. The level of theory is ωB97M-V with the def2-TZVPD basis set.

Atoms and positions in Å:
C: -2.768 0.934 -0.642
C: -1.575 0.113 -1.066
C: -2.060 0.265 0.523
C: -1.736 -1.047 -0.117
C: -0.385 -1.723 0.166
C: 0.625 -0.240 -0.619
C: 0.026 -1.831 1.623
C: 1.759 -0.678 -1.518
C: 1.664 2.032 -0.038
N: 1.044 0.735 0.435
O: -0.297 0.404 -1.423
O: -2.705 2.296 -0.402
O: -1.379 0.930 1.541
O: -2.830 -1.926 -0.231
O: -0.110 -2.760 -0.744
H: -3.670 0.649 -0.968
H: 0.832 -2.440 1.651
H: -0.948 -2.257 2.073
H: 0.150 -0.913 2.168
H: 2.077 -1.758 -1.237
H: 2.636 -0.043 -1.424
H: 1.487 -0.653 -2.553
H: 2.500 2.331 0.699
H: 2.029 1.896 -1.081
H: 0.769 2.716 0.025
H: 0.328 1.084 1.114
H: 1.709 0.304 0.984
H: -3.640 2.570 -0.419
H: -1.864 1.774 1.405
H: -3.643 -1.670 0.125
H: -1.000 -3.006 -1.100

Force components x, y, z for each atom (eV/Å):
C 3.9 0.9 2.4
C -0.6 -0.4 1.9
C 0.6 -2.7 -1.5
C -1.1 1.0 1.1
C 1.6 3.9 -2.4
C -1.6 -2.1 0.2
C -4.9 0.0 -0.7
C 1.2 -2.0 1.7
C -0.3 0.7 0.2
N -0.1 1.7 -0.4
O -0.4 1.1 -0.8
O -0.5 0.8 -0.6
O -1.5 0.8 -1.1
O 2.9 -2.0 -1.7
O -1.6 0.4 1.3
H -3.3 -1.3 -1.2
H 2.5 -2.1 0.7
H 1.9 0.0 -0.1
H 0.2 0.5 -0.2
H -0.5 1.8 -0.6
H 0.2 0.0 0.1
H -0.5 -0.1 -0.4
H -1.4 -0.4 -1.3
H -0.3 0.4 1.0
H 1.5 -0.1 -0.5
H -0.4 -1.2 -0.7
H 1.9 -1.6 1.5
H 0.6 0.5 0.0
H 0.6 0.5 0.9
H -1.6 1.1 1.1
H 1.0 -0.1 0.1

Calculated values
total charge: +1
relative energy (zero: lowest compared OMol25 entry of this formula, charge and spin): 71.25 kcal/mol



[2]
This record from the Open Molecules 2025 dataset describes an isolated molecule of C9H16O2Si. The level of theory is ωB97M-V with the def2-TZVPD basis set.

Atoms and positions in Å:
C: -1.896 -1.052 -0.297
C: -0.917 0.450 1.485
C: -2.806 1.027 -0.116
C: -0.683 -0.230 0.135
C: -1.264 1.240 0.185
C: -0.591 2.476 -0.302
C: 1.626 -2.036 1.242
C: 2.263 0.535 -0.009
C: 1.183 -1.614 -1.847
O: -1.823 -2.227 -0.542
O: -3.017 -0.337 -0.395
Si: 1.054 -0.921 -0.155
H: -1.772 0.070 2.074
H: -0.069 0.737 2.026
H: -3.506 1.341 0.779
H: -3.053 1.738 -0.934
H: -0.266 3.067 0.492
H: -1.419 3.049 -0.777
H: 0.130 2.135 -0.999
H: 2.367 -2.777 1.004
H: 2.154 -1.539 2.074
H: 0.729 -2.531 1.620
H: 2.892 0.568 0.834
H: 3.002 0.558 -0.857
H: 1.690 1.479 0.009
H: 1.259 -0.845 -2.653
H: 2.226 -2.039 -1.946
H: 0.509 -2.321 -2.129

Force components x, y, z for each atom (eV/Å):
C 2.3 -0.5 0.4
C -2.2 0.2 -1.8
C 0.3 2.2 1.6
C -1.4 0.8 0.1
C -1.0 -3.1 2.1
C -2.6 -0.6 -0.8
C -0.6 0.0 0.6
C -0.4 0.7 -1.9
C 3.6 1.7 -0.7
O -0.6 0.1 -0.1
O -0.6 0.2 -0.3
Si 0.9 1.1 0.4
H 0.6 0.4 -0.2
H 1.2 0.3 0.7
H 1.5 -0.7 -1.5
H -0.2 -1.0 0.0
H 1.1 1.0 1.1
H 0.9 -0.1 -0.2
H 0.9 0.6 -0.8
H 0.1 -0.6 -0.7
H -0.7 0.4 -0.3
H 0.2 -0.3 0.3
H 0.5 -0.3 1.4
H -0.9 0.1 0.4
H 0.5 -0.3 -0.2
H -0.5 -0.2 0.7
H -0.9 0.0 0.3
H -2.0 -2.0 -0.7

Calculated values
total charge: 0
relative energy (zero: lowest compared OMol25 entry of this formula, charge and spin): 0.00 kcal/mol



[3]
This record from the Open Molecules 2025 dataset describes a structure of composition C9H16O8S2. The level of theory is ωB97M-V with the def2-TZVPD basis set.

Atoms and positions in Å:
C: -1.791 -0.963 2.466
C: -1.746 -0.197 1.364
C: -1.477 1.292 1.424
C: -2.742 2.014 0.965
C: -3.801 1.939 2.058
O: -4.661 1.101 2.081
C: -0.188 1.632 0.688
O: 0.127 2.943 1.186
S: 0.071 2.739 2.770
O: 1.248 2.092 3.224
O: -0.317 3.955 3.379
O: -1.138 1.685 2.783
H: -2.631 -1.617 2.672
H: -0.992 -0.880 3.196
H: -1.906 -0.603 0.369
H: -2.545 3.072 0.781
H: -3.169 1.508 0.101
H: -3.752 2.719 2.839
H: 0.535 0.886 1.026
H: -0.185 1.524 -0.392
O: 1.305 -0.899 -0.629
S: 2.404 -1.001 -1.546
O: 2.589 0.017 -2.532
O: 2.349 -2.420 -2.247
C: 1.103 -2.818 -2.869
C: 0.888 -2.155 -4.213
C: 3.901 -1.243 -0.659
H: 0.278 -2.618 -2.184
H: 1.181 -3.897 -2.981
H: 0.725 -1.084 -4.107
H: 0.014 -2.590 -4.700
H: 1.758 -2.295 -4.853
H: 3.755 -2.042 0.062
H: 4.124 -0.306 -0.154
H: 4.687 -1.489 -1.368

Force components x, y, z for each atom (eV/Å):
C 0.1 0.2 -0.2
C 0.0 0.0 0.5
C 1.4 -1.2 -0.7
C -0.4 0.1 0.6
C -0.1 0.0 0.0
O 0.0 0.0 0.0
C -0.2 -0.7 0.0
O 0.3 -0.2 0.1
S 0.2 0.3 0.3
O 0.1 -0.3 -0.1
O -0.4 0.2 -0.1
O 0.1 0.4 -0.2
H 0.8 -1.3 -0.7
H -0.9 1.0 0.9
H -1.4 0.3 0.1
H 0.2 -0.1 -0.2
H 0.2 0.1 -0.2
H 0.1 0.0 0.0
H 0.3 0.3 0.1
H -0.3 0.7 -0.1
O -0.1 0.1 0.0
S 0.2 -0.2 0.0
O -0.1 0.1 0.0
O 0.0 0.0 0.0
C -0.3 -0.1 -0.2
C 0.1 0.2 0.0
C 0.0 0.0 0.1
H 0.1 0.1 0.1
H 0.2 0.0 0.1
H 0.0 0.0 0.0
H 0.0 0.0 0.0
H 0.0 -0.1 0.0
H 0.0 0.0 0.0
H 0.0 0.0 0.0
H 0.0 0.0 0.0

Calculated values
total charge: 0



[4]
This record from the Open Molecules 2025 dataset describes an isolated molecule of C9H17BN2O4S. The level of theory is ωB97M-V with the def2-TZVPD basis set.

Atoms and positions in Å:
O: -0.940 0.530 -1.678
S: 0.205 1.324 2.203
O: 1.511 1.921 -1.004
O: 3.375 2.115 0.528
O: -3.103 0.665 -2.332
B: 2.368 1.382 -0.062
C: -2.047 0.937 -1.495
C: -0.205 0.090 1.192
N: 0.741 -0.557 0.479
N: -1.990 -1.195 2.212
C: -2.337 1.674 -0.231
C: 0.584 -1.742 -0.451
C: 1.956 -2.114 -0.992
C: 2.938 -1.016 -0.518
C: -2.674 0.705 0.896
C: 2.150 -0.100 0.416
C: -1.623 -0.381 1.065
H: 0.690 1.463 -1.314
H: 3.324 3.064 0.306
H: -2.749 0.095 -3.051
H: -1.924 -0.648 3.074
H: -1.347 -1.969 2.238
H: -3.161 2.374 -0.432
H: -1.439 2.251 0.017
H: 0.123 -2.567 0.083
H: -0.094 -1.498 -1.276
H: 1.971 -2.136 -2.100
H: 2.263 -3.094 -0.578
H: 3.776 -1.456 0.002
H: 3.293 -0.454 -1.375
H: -3.634 0.191 0.771
H: -2.772 1.288 1.813
H: 2.510 -0.150 1.443
H: -1.738 -0.992 0.154

Force components x, y, z for each atom (eV/Å):
O 1.2 -0.6 -1.5
S 0.0 0.5 0.4
O 0.1 0.2 -0.2
O -0.4 0.3 -0.7
O 1.3 -0.1 0.5
B -1.7 0.8 0.2
C -1.4 0.1 0.2
C 1.4 -0.4 -1.0
N 0.3 -0.6 -1.3
N -0.4 0.0 0.0
C -1.1 0.9 -0.6
C -1.0 0.6 0.2
C 0.6 -0.1 0.1
C -0.7 -0.5 0.0
C 0.0 0.3 0.4
C 0.1 0.1 1.2
C -0.8 -0.5 -0.4
H 1.1 0.1 0.7
H 0.1 -0.7 0.0
H -0.2 0.4 0.5
H 0.2 -0.3 -0.4
H 0.1 -0.3 0.5
H 0.1 -0.2 0.3
H -0.2 -0.2 0.0
H 0.0 -0.1 0.2
H 0.1 0.1 0.2
H -0.2 -0.3 0.7
H -0.1 0.5 -0.5
H 0.3 0.0 0.0
H 0.2 0.0 -0.1
H 0.2 0.1 -0.3
H 0.2 0.0 0.0
H 0.3 -0.1 0.1
H 0.3 -0.1 0.4

Calculated values
total charge: 0
relative energy (zero: lowest compared OMol25 entry of this formula, charge and spin): 0.00 kcal/mol



Number 1: F_max 4.91 eV/Å, HOMO energy -11.93 eV, E_LUMO -0.1039 Eh. Number 2: F_max 4.05 eV/Å, HOMO energy -9.66 eV, E_LUMO 0.0270 Eh. Number 3: F_max 1.96 eV/Å, HOMO energy -9.08 eV, E_LUMO 0.0167 Eh. Number 4: F_max 1.97 eV/Å, HOMO energy -8.11 eV, E_LUMO 0.0147 Eh.